1.
A structure of composition C25H52BrF8InO5P in a non-equilibrium geometry. Source: OMol25; level of theory: wB97M-V/def2-TZVPD.

The calculation puts the largest force on an atom at 5.6 eV/Å. As for the net charge: -1. The HOMO energy comes out at -4.70 eV. The calculation puts the total energy at -5264.0755 Eh.

```
93
Properties=species:S:1:pos:R:3:lowdin_charge:R:1
C 2.37 -2.83 0.12 -0.14
O 2.64 -2.22 -1.20 -0.27
C 1.84 -0.97 -1.38 -0.21
C 2.47 -0.14 -2.65 -0.16
C 3.91 0.62 -2.30 -0.20
C 3.81 2.25 -2.59 -0.21
C 3.71 3.14 -1.20 -0.22
C 2.24 3.90 -1.03 -0.31
C 1.28 2.85 -0.21 -0.29
In -0.97 3.13 -0.67 0.60
C -2.00 2.92 1.39 -0.34
C -1.83 1.33 1.79 -0.16
F -3.40 3.40 1.37 -0.20
P -1.30 5.44 -1.70 0.32
O -1.15 5.18 -3.44 -0.53
Br 0.31 6.90 -1.06 0.10
C -1.72 1.47 -2.02 -0.25
F -1.75 0.22 -1.20 -0.08
F -0.72 1.30 -3.13 -0.10
C -3.16 1.77 -2.75 -0.14
F -3.62 0.44 -3.31 -0.02
F -3.02 2.66 -3.96 0.01
C -4.35 2.27 -1.74 -0.13
F -5.65 2.10 -2.51 0.00
F -4.27 3.74 -1.45 0.02
F -4.52 1.43 -0.51 0.04
H 2.40 -2.06 1.01 0.10
H 1.34 -3.38 0.14 0.09
H 3.22 -3.61 0.31 0.10
H 0.69 -1.23 -1.54 0.13
H 1.91 -0.40 -0.35 0.11
H 1.77 0.68 -3.10 0.09
H 2.64 -0.94 -3.52 0.12
H 4.19 0.35 -1.19 0.11
H 4.68 0.17 -3.09 0.11
H 2.90 2.55 -3.26 0.10
H 4.80 2.53 -3.21 0.10
H 4.61 3.92 -1.24 0.10
H 3.88 2.39 -0.29 0.11
H 1.74 4.19 -2.05 0.08
H 2.40 4.84 -0.32 0.07
H 1.59 1.76 -0.48 0.02
H 1.50 3.01 0.95 0.05
H -1.36 3.52 2.20 0.07
H -2.72 0.65 1.43 0.07
H -1.59 1.15 2.94 0.07
H -0.86 0.95 1.20 0.06
H -0.71 4.28 -3.60 0.03
C 3.57 7.15 4.02 -0.09
C 2.86 6.58 2.80 -0.28
O 2.78 5.16 2.81 -0.17
C 2.06 4.57 3.89 -0.28
C 0.60 4.98 3.94 -0.08
H 4.55 6.68 4.14 0.08
H 3.72 8.23 3.91 0.07
H 3.01 6.98 4.93 0.06
H 3.43 6.85 1.90 0.12
H 1.87 7.02 2.69 0.11
H 2.56 4.77 4.84 0.10
H 2.11 3.48 3.74 0.12
H 0.49 6.05 4.18 0.07
H 0.07 4.41 4.71 0.08
H 0.11 4.81 2.98 0.06
C -0.50 -7.11 2.92 -0.09
C 0.41 -6.69 1.79 -0.28
O 1.53 -5.92 2.22 -0.17
C 2.43 -6.54 3.12 -0.28
C 3.10 -7.78 2.55 -0.09
H -0.81 -6.24 3.51 0.08
H -1.40 -7.61 2.53 0.08
H -0.01 -7.81 3.60 0.06
H -0.15 -6.07 1.09 0.12
H 0.76 -7.56 1.21 0.11
H 1.92 -6.76 4.07 0.10
H 3.20 -5.80 3.35 0.12
H 2.38 -8.59 2.39 0.06
H 3.87 -8.15 3.24 0.08
H 3.56 -7.56 1.59 0.08
C -4.36 -2.70 -1.39 -0.07
C -3.72 -3.75 -2.28 -0.27
O -4.42 -4.99 -2.29 -0.17
C -5.76 -4.97 -2.78 -0.28
C -5.87 -4.52 -4.22 -0.09
H -4.53 -3.10 -0.38 0.08
H -3.73 -1.82 -1.33 0.07
H -5.34 -2.39 -1.78 0.07
H -2.71 -3.97 -1.90 0.12
H -3.59 -3.38 -3.30 0.11
H -6.39 -4.35 -2.12 0.11
H -6.14 -5.99 -2.70 0.11
H -5.58 -3.47 -4.34 0.07
H -6.90 -4.63 -4.58 0.07
H -5.20 -5.11 -4.86 0.08
```


2.
A structure of composition C20H25IrN2O4S3Si. Source: OMol25; level of theory: wB97M-V/def2-TZVPD.

The calculation puts the largest force on an atom at 1.0 eV/Å. As for the net charge: +1. The HOMO energy (alpha / beta) comes out at -10.77 / -10.85 eV. Its energy relative to the best compared isomer or geometry (same formula, charge and spin) is 14.4 kcal per mole. The calculation puts the total energy at -2775.5322 Eh. Its spin multiplicity is 6.

```
56
Properties=species:S:1:pos:R:3:mulliken_spin:R:1
Ir -0.59 0.18 0.48 2.79
C 3.83 0.21 1.49 0.01
C 2.38 -0.12 1.39 0.11
N 1.67 -0.10 0.30 0.29
O 2.22 0.21 -0.88 0.07
C 1.63 -0.52 2.58 0.18
C 2.25 -0.70 3.90 0.01
N 0.29 -0.66 2.40 0.08
O -0.37 -1.11 3.34 0.48
H 4.34 0.27 0.53 0.00
H 4.35 -0.55 2.07 0.00
H 3.95 1.16 2.01 0.00
H 3.13 0.53 -0.76 0.00
H 3.25 -1.12 3.83 0.01
H 1.62 -1.34 4.51 0.01
H 2.32 0.27 4.41 0.03
O -0.08 2.13 0.24 0.25
C -1.32 2.78 0.49 -0.06
C -2.25 2.53 -0.69 0.08
C -3.54 2.89 -0.91 0.00
C -4.01 2.45 -2.19 0.03
C -3.07 1.79 -2.90 -0.01
S -1.58 1.71 -2.05 0.03
C -1.13 4.26 0.67 0.02
C -1.77 5.10 1.53 0.01
C -1.39 6.47 1.33 0.00
C -0.48 6.61 0.34 0.00
S -0.06 5.12 -0.37 0.00
C -1.86 2.13 1.76 0.01
C -3.07 1.54 2.06 0.08
C -3.20 1.18 3.42 -0.03
C -2.11 1.54 4.15 0.07
S -0.92 2.32 3.21 -0.01
H -4.13 3.45 -0.21 0.00
H -5.01 2.63 -2.55 0.00
H -3.15 1.37 -3.89 0.00
H -2.48 4.77 2.26 0.00
H -1.78 7.29 1.92 0.00
H -0.02 7.52 -0.01 0.00
H -3.82 1.37 1.30 0.02
H -4.06 0.68 3.84 0.00
H -1.94 1.38 5.21 0.00
C -3.86 -2.10 1.90 0.01
Si -3.40 -1.87 0.11 0.02
C -2.97 -3.50 -0.66 0.01
C -4.77 -1.05 -0.83 0.01
O -2.03 -0.90 0.05 0.37
H -4.32 -3.08 2.04 0.00
H -4.58 -1.35 2.24 0.00
H -2.98 -2.04 2.54 0.00
H -3.86 -4.14 -0.68 0.00
H -2.19 -4.01 -0.09 0.00
H -2.62 -3.37 -1.68 0.00
H -5.71 -1.57 -0.65 0.00
H -4.56 -1.06 -1.90 0.00
H -4.89 0.00 -0.54 0.00
```


3.
A structure of composition C4H6ClNS in a non-equilibrium geometry. Source: OMol25; level of theory: wB97M-V/def2-TZVPD.

The calculation puts the largest force on an atom at 4.7 eV/Å. The HOMO energy comes out at -8.01 eV. Its energy relative to the best compared isomer or geometry (same formula, charge and spin) is 59.3 kcal per mole. The calculation puts the total energy at -1069.0441 Eh.

```
13
Properties=species:S:1:pos:R:3:nbo_charge:R:1
C 0.90 -0.20 -1.09 -0.31
C 2.12 0.31 -1.09 -0.35
C 0.41 -0.78 0.10 0.19
C -1.29 0.00 0.65 -0.59
N 1.40 -0.44 1.06 -0.76
S 2.95 0.21 0.44 0.45
Cl -0.17 -2.51 -0.26 -0.13
H 0.10 -0.20 -1.72 0.23
H 2.66 0.52 -1.98 0.24
H -1.52 -0.49 1.64 0.22
H -2.04 -0.45 -0.05 0.20
H -1.20 1.05 0.49 0.21
H 1.65 -1.10 1.79 0.40
```


4.
A cluster of 2 separate species, C7H17NOP in total in a non-equilibrium geometry. Source: OMol25; level of theory: wB97M-V/def2-TZVPD.

The calculation puts the largest force on an atom at 1.6 eV/Å. As for the net charge: +1. The HOMO energy comes out at -12.65 eV. Its energy relative to the best compared isomer or geometry (same formula, charge and spin) is 0.0 kcal per mole. The calculation puts the total energy at -748.0686 Eh.

```
27
Properties=species:S:1:pos:R:3:nbo_charge:R:1
C 3.16 -0.94 -0.14 -0.42
C 2.85 0.47 -0.67 -0.49
C 1.88 -1.36 0.60 -0.23
C 1.60 0.86 0.02 0.50
C 0.99 2.19 -0.03 -0.72
C -3.59 0.89 0.01 -0.96
C -2.49 -1.52 -0.84 -0.96
N 1.13 -0.12 0.70 -0.44
O -1.55 -0.26 1.37 -1.02
P -1.91 0.13 -0.21 1.04
H 3.41 -1.63 -0.94 0.24
H 4.00 -0.92 0.55 0.24
H 3.66 1.18 -0.47 0.26
H 2.68 0.49 -1.75 0.26
H 1.29 -2.09 0.04 0.22
H 2.07 -1.76 1.59 0.23
H 1.64 2.91 -0.53 0.26
H 0.73 2.54 0.96 0.27
H 0.04 2.12 -0.58 0.29
H -3.99 1.17 -0.96 0.25
H -4.27 0.20 0.50 0.23
H -3.50 1.79 0.62 0.25
H -3.05 -2.06 -0.07 0.23
H -3.12 -1.37 -1.71 0.25
H -1.64 -2.13 -1.15 0.23
H -2.25 -0.66 1.89 0.51
H 0.24 -0.10 1.20 0.47
```


5.
A structure of composition C2H6FOP in a non-equilibrium geometry. Source: OMol25; level of theory: wB97M-V/def2-TZVPD.

The calculation puts the largest force on an atom at 4.1 eV/Å. The HOMO energy comes out at -9.97 eV. Its energy relative to the best compared isomer or geometry (same formula, charge and spin) is 89.9 kcal per mole. The calculation puts the total energy at -596.1811 Eh.

```
11
Properties=species:S:1:pos:R:3:nbo_charge:R:1
C -0.93 0.22 -0.11 -0.14
C 0.32 -0.29 0.50 -0.07
O -2.11 -0.56 0.07 -0.70
F 0.73 -1.87 0.03 -0.47
P 1.97 0.47 0.10 0.34
H -1.18 1.12 0.39 0.22
H -0.79 0.53 -1.20 0.18
H 0.39 -0.54 1.60 0.23
H -2.01 -1.38 -0.35 0.48
H 1.67 1.76 0.26 -0.04
H 1.93 0.55 -1.29 -0.02
```


6.
A structure of composition C12H10N2O5Sn in a non-equilibrium geometry. Source: OMol25; level of theory: wB97M-V/def2-TZVPD.

The calculation puts the largest force on an atom at 6.3 eV/Å. As for the net charge: +2. The HOMO energy comes out at -15.17 eV. Its energy relative to the best compared isomer or geometry (same formula, charge and spin) is 0.0 kcal per mole. The calculation puts the total energy at -1162.5815 Eh.

```
30
Properties=species:S:1:pos:R:3:nbo_charge:R:1
Sn 0.12 0.12 0.56 1.04
O -0.04 3.75 0.58 -0.31
C -0.01 2.61 0.70 0.50
C 0.00 -2.50 0.38 0.51
O -0.06 -3.65 0.30 -0.35
C 2.62 0.01 0.33 0.51
O 3.76 -0.02 0.14 -0.32
C -2.50 -0.07 0.60 0.50
O -3.62 -0.11 0.35 -0.33
C -0.03 0.71 -3.85 -0.39
H -0.96 1.28 -3.78 0.20
H 0.91 1.27 -3.79 0.20
C -0.03 -0.64 -3.80 -0.40
H 0.90 -1.20 -3.67 0.20
H -0.96 -1.21 -3.65 0.20
N -1.99 0.72 6.75 -0.78
C -1.94 0.84 5.38 0.64
O -2.80 1.45 4.74 -0.56
C -0.81 0.08 4.68 -0.12
C 0.12 -0.81 5.25 -0.07
C 1.08 -1.52 4.49 -0.19
C 1.09 -1.31 3.10 0.05
N 0.13 -0.48 2.59 -0.67
C -0.80 0.23 3.29 0.09
H -2.57 1.44 7.21 0.44
H -1.15 0.45 7.25 0.39
H 0.06 -0.97 6.32 0.25
H 1.80 -2.21 4.95 0.28
H 1.81 -1.71 2.36 0.23
H -1.50 0.83 2.67 0.25
```


7.
A structure of composition C50H54N2P3PdS2. Source: OMol25; level of theory: wB97M-V/def2-TZVPD.

The calculation puts the largest force on an atom at 0.6 eV/Å. As for the net charge: +1. The HOMO energy comes out at -9.76 eV. The calculation puts the total energy at -3995.3670 Eh.

```
112
Properties=species:S:1:pos:R:3:lowdin_charge:R:1
Pd 0.12 -1.15 -1.52 0.38
C -0.41 2.19 -3.61 -0.12
N -1.33 1.55 -2.65 -0.48
P -1.49 -0.18 -2.73 0.89
C -3.20 -0.41 -2.16 -0.36
C -3.53 -1.59 -1.49 -0.10
C -4.83 -1.80 -1.05 -0.06
C -5.80 -0.83 -1.25 -0.07
C -5.47 0.35 -1.91 -0.07
C -4.18 0.56 -2.36 -0.13
C -1.47 -0.47 -4.51 -0.36
C -0.31 -0.96 -5.12 -0.10
C -0.26 -1.12 -6.49 -0.06
C -1.37 -0.81 -7.27 -0.06
C -2.52 -0.32 -6.67 -0.06
C -2.57 -0.15 -5.30 -0.07
P -1.53 2.10 -1.04 1.04
C -0.10 1.45 -0.02 -0.30
C 1.19 1.19 -0.30 -0.13
C 2.23 0.88 0.65 -0.09
C 2.04 0.24 1.82 -0.04
C 0.79 -0.33 2.25 0.01
C -0.43 0.13 2.02 -0.12
C -1.14 3.88 -1.11 -0.37
C 0.11 4.43 -1.41 -0.12
C 0.27 5.81 -1.44 -0.07
C -0.80 6.64 -1.15 -0.06
C -2.04 6.11 -0.83 -0.06
C -2.21 4.73 -0.82 -0.10
H -0.68 1.88 -4.62 0.08
H 0.64 1.91 -3.44 0.08
H -0.51 3.26 -3.55 0.07
H -2.77 -2.34 -1.31 0.08
H -5.07 -2.72 -0.53 0.11
H -6.81 -0.99 -0.90 0.11
H -6.22 1.11 -2.06 0.11
H -3.92 1.49 -2.85 0.10
H 0.56 -1.19 -4.51 0.09
H 0.64 -1.50 -6.95 0.11
H -1.33 -0.94 -8.34 0.11
H -3.38 -0.07 -7.28 0.11
H -3.48 0.22 -4.84 0.10
H 1.49 1.31 -1.34 0.10
H 3.24 1.09 0.33 0.12
H 2.92 -0.03 2.40 0.11
H 0.87 -1.26 2.81 0.11
H -1.55 1.68 1.35 0.09
H 0.95 3.79 -1.63 0.10
H 1.24 6.23 -1.68 0.11
H -0.66 7.72 -1.16 0.11
H -2.87 6.75 -0.61 0.11
H -3.17 4.31 -0.57 0.10
C -0.54 -2.85 -2.45 -0.24
H -0.62 -3.54 -1.62 -0.08
H 0.25 -3.18 -3.12 0.00
H -1.48 -2.78 -3.00 0.00
S 0.42 -5.01 0.21 0.25
P 2.10 -4.01 0.06 0.11
S 2.20 -2.29 -1.07 0.28
C 3.46 -5.05 -0.55 -0.39
C 3.63 -6.29 0.07 -0.10
C 4.66 -7.12 -0.31 -0.07
C 5.54 -6.73 -1.31 -0.08
C 5.38 -5.50 -1.93 -0.08
C 4.34 -4.66 -1.55 -0.12
C 2.71 -3.53 1.72 -0.39
C 3.95 -2.92 1.84 -0.10
C 4.41 -2.51 3.08 -0.09
C 3.63 -2.72 4.22 -0.09
C 2.40 -3.35 4.10 -0.09
C 1.94 -3.76 2.85 -0.13
H 2.93 -6.60 0.84 0.10
H 4.78 -8.08 0.17 0.11
H 6.35 -7.38 -1.61 0.10
H 6.06 -5.19 -2.72 0.10
H 4.21 -3.70 -2.04 0.05
H 4.56 -2.76 0.96 0.10
H 5.39 -2.05 3.17 0.11
H 4.00 -2.41 5.19 0.10
H 1.81 -3.54 4.98 0.10
H 0.99 -4.28 2.75 0.06
C -0.60 3.62 5.88 -0.03
C -0.10 3.61 4.46 -0.24
C 0.76 4.59 3.98 0.02
C 1.23 4.59 2.68 -0.23
C 2.17 5.66 2.19 -0.03
C 0.83 3.57 1.82 0.02
C -0.01 2.59 2.29 -0.14
C -0.48 2.59 3.59 0.03
N -0.54 1.49 1.41 0.01
C -1.73 -0.59 2.40 -0.52
C -1.73 -0.89 3.91 -0.02
C -2.98 0.22 2.05 -0.04
C -1.78 -1.93 1.66 -0.03
H -0.29 4.52 6.39 0.08
H -0.20 2.76 6.43 0.09
H -1.69 3.56 5.91 0.09
H 1.07 5.39 4.65 0.12
H 2.34 6.42 2.95 0.08
H 1.76 6.16 1.30 0.07
H 3.13 5.23 1.91 0.09
H 1.19 3.56 0.80 0.10
H -1.14 1.80 3.94 0.10
H -1.83 0.02 4.51 0.07
H -0.82 -1.41 4.21 0.09
H -2.58 -1.53 4.14 0.10
H -3.02 1.19 2.56 0.09
H -3.86 -0.34 2.39 0.10
H -3.10 0.36 0.97 0.07
H -1.00 -2.61 2.00 0.07
H -1.64 -1.81 0.58 0.05
H -2.75 -2.41 1.83 0.10
```


8.
The molecule C3H7F2O2P in a non-equilibrium geometry. Source: OMol25; level of theory: wB97M-V/def2-TZVPD.

The calculation puts the largest force on an atom at 8.6 eV/Å. The HOMO energy comes out at -9.24 eV. Its energy relative to the best compared isomer or geometry (same formula, charge and spin) is 152.6 kcal per mole. Its SMILES is CCO[P@@H](=O)C(F)F. The calculation puts the total energy at -809.9356 Eh.

```
15
Properties=species:S:1:pos:R:3:nbo_charge:R:1
C 1.65 0.31 -0.74 -0.64
C 1.05 -0.95 -0.20 -0.06
O 0.21 -0.82 0.99 -0.80
P -0.70 0.38 1.27 1.59
O 0.04 2.28 1.25 -0.92
C -1.96 0.15 -0.16 0.28
F -1.83 -1.23 -0.40 -0.36
F -3.25 0.29 0.29 -0.32
H 2.23 0.07 -1.59 0.22
H 0.88 0.93 -1.07 0.22
H 2.31 0.84 -0.04 0.24
H 1.75 -1.69 0.17 0.21
H 0.49 -1.34 -1.14 0.19
H -1.30 0.12 2.45 -0.03
H -1.58 0.67 -1.09 0.19
```